DFT (wB97M-V/def2-TZVPD) results for C40H37AsGeN2RuSSe4 as an isolated structure in a non-equilibrium geometry.

**Highest occupied orbital energy (spin up / spin down)**: -3.561 / -3.683 eV
**Lowest unoccupied orbital energy (spin up / spin down)**: 2.2 / 1.7 eV
**Charge**: -1
**ΔE to the lowest compared entry with this formula, charge and spin**: 127.4 kJ/mol
**2S+1**: 6
**Frontier orbital gap (spin up / spin down)**: 5.805 / 5.409 eV

Cartesian coordinates (Å):
H  -4.213  -2.738  -5.096
C  -3.423  2.757  -0.041
S  -3.383  2.479  1.607
C  1.934  2.432  -1.809
H  0.115  1.850  -0.800
H  3.462  0.303  2.801
C  -2.155  3.573  -2.006
H  -1.961  2.601  -2.480
H  1.972  0.796  6.425
C  0.920  -0.531  3.482
H  -3.032  0.220  -0.923
H  0.288  -3.183  -3.318
C  0.640  -5.072  -0.536
H  -6.036  2.131  0.566
Se  -2.322  -0.713  5.524
C  -2.979  -1.306  -6.097
C  1.559  1.770  3.828
H  -3.461  -1.445  -7.056
N  -2.396  3.438  -0.591
H  1.559  -1.517  7.144
C  2.426  -0.477  1.086
H  -3.092  -2.440  -2.917
C  0.661  -1.824  3.899
H  2.186  2.851  5.572
C  1.955  2.910  4.518
H  0.236  -2.546  3.206
C  2.561  -1.254  -0.053
H  -0.507  0.470  -4.632
As  0.661  0.185  1.695
H  -1.617  3.563  0.040
C  1.385  -1.237  6.114
C  0.708  -4.702  -1.869
C  1.624  0.064  5.710
H  0.662  -3.174  5.556
C  -0.282  -2.933  -0.007
C  0.879  1.582  -1.530
C  3.774  -1.835  -0.383
N  -4.488  2.432  -0.799
C  2.049  4.122  3.859
Ge  -0.896  -0.739  -1.827
H  2.022  3.389  -1.309
H  1.783  5.179  2.012
Se  -3.586  -1.541  1.461
C  1.720  4.223  2.516
H  3.844  -2.445  -1.271
H  -0.664  -2.215  0.726
C  -5.538  1.604  -0.248
H  0.977  -6.050  -0.222
H  5.825  -2.105  0.189
C  0.139  -4.184  0.400
C  -2.009  0.120  -0.525
C  -1.326  -0.230  -4.733
C  0.892  -2.174  5.220
C  1.306  3.097  1.822
C  -1.727  -0.963  -3.626
C  -0.238  -2.554  -1.340
Se  -1.966  0.735  3.891
C  -2.774  -1.862  -3.775
H  -3.014  4.052  -2.482
C  -3.398  -2.036  -4.997
Se  -2.695  -3.228  2.596
C  2.774  0.842  -3.385
H  5.605  -0.731  2.226
C  3.540  -0.291  1.898
H  1.027  3.171  0.777
H  1.628  -0.946  -3.617
C  1.393  0.433  4.391
H  -6.267  1.379  -1.024
H  -4.327  2.329  -1.791
C  2.883  2.065  -2.747
C  0.738  0.367  -2.184
H  -1.607  0.172  -6.817
C  4.875  -1.646  0.432
Ru  -1.879  0.163  1.512
C  1.243  1.872  2.461
H  1.707  -1.418  -0.688
C  -1.939  -0.403  -5.962
H  0.058  -4.469  1.440
H  2.368  5.004  4.399
H  1.111  -5.391  -2.598
C  0.254  -3.457  -2.271
H  -1.284  4.209  -2.151
C  4.751  -0.872  1.575
C  1.708  0.005  -3.109
H  -5.134  0.668  0.159
H  3.521  0.548  -4.109
H  3.706  2.728  -2.981